No. 1
An isolated molecule of C7H13NO, computed with ωB97M-V/def2-TZVPD.

The geometry in XYZ format:
```
22
Properties=species:S:1:pos:R:3:nbo_charge:R:1
C -0.8838 0.0156 1.2548 -0.470
C -2.4596 0.3298 -0.7525 -0.659
C 1.6450 -1.6632 0.7746 -0.678
C 0.4947 1.9351 0.1030 -0.589
C -1.2468 -0.3498 -0.1589 0.456
C 1.1320 -0.5560 -0.0931 0.568
C 0.1976 0.4705 0.3083 -0.295
N 1.7586 -0.4031 -1.2594 -0.732
O -0.8713 -1.4826 -0.7011 -0.805
H 1.3748 0.2494 -1.9254 0.407
H 2.2937 -1.1689 -1.6373 0.401
H -0.7076 -0.8056 1.9423 0.209
H -1.4287 0.8376 1.7090 0.214
H -3.3362 -0.2778 -0.5104 0.233
H -2.6191 1.3392 -0.3683 0.197
H -2.3748 0.3642 -1.8402 0.214
H 2.5180 -1.3005 1.3294 0.231
H 0.8994 -1.9892 1.4906 0.251
H 1.9240 -2.5373 0.1861 0.225
H -0.4250 2.5174 0.1709 0.219
H 1.1891 2.3257 0.8558 0.204
H 0.9260 2.1494 -0.8783 0.196
```

Properties
- HOMO (Ha) = -0.2508
- max |F| (eV/A) = 0.886
- energy above the lowest of the compared OMol25 structures with the same formula, charge and spin (kJ/mol) = 270.6
- Kohn-Sham gap (eV) = 7.521
- E_LUMO (eV) = 0.70

---

No. 2
An isolated molecule of C7H13NO2, computed with ωB97M-V/def2-TZVPD.

The geometry in XYZ format:
```
23
Properties=species:S:1:pos:R:3:nbo_charge:R:1
C 1.3372 0.2140 2.1143 -0.107
C -0.1488 0.3639 2.3365 -0.091
C 0.3951 0.1583 0.0327 0.568
C 0.4653 -1.2939 -0.3022 -0.509
C -0.5255 -1.6475 -1.5300 -0.199
C -0.9690 0.7680 -2.0204 -0.229
C 0.0463 1.2572 -1.0495 -0.469
H 1.8971 0.9130 2.7236 0.194
H 1.6598 -0.8321 2.4252 0.163
H -0.4483 1.2555 2.9662 0.175
H -0.6197 -0.4817 2.8433 0.172
H -0.0717 -1.6356 0.5895 0.227
H 1.3887 -1.7660 -0.5238 0.230
H 0.0531 -1.7508 -2.4284 0.186
H -1.0755 -2.6616 -1.3975 0.199
H -2.1412 -0.6347 -0.8633 0.370
H -0.4698 0.6870 -3.0651 0.192
H -1.7764 1.4390 -2.1136 0.210
H 1.0309 1.6618 -1.4026 0.232
H -0.3092 2.2974 -0.5668 0.227
N -1.5220 -0.6259 -1.6093 -0.641
O -0.6568 0.3481 1.0481 -0.569
O 1.6484 0.5231 0.7757 -0.530
```

Properties
- HOMO (Ha) = -0.3111
- max |F| (eV/A) = 4.464
- energy above the lowest of the compared OMol25 structures with the same formula, charge and spin (kJ/mol) = 328.5
- structure (SMILES) = C1CC2(CCN1)OCCO2
- Kohn-Sham gap (eV) = 9.419
- E_LUMO (eV) = 0.95

---

No. 3
A cluster of 2 separate species, C7H13NO2 in total, computed with ωB97M-V/def2-TZVPD.

The geometry in XYZ format:
```
23
Properties=species:S:1:pos:R:3:nbo_charge:R:1
C -0.2899 -2.2409 -0.2091 0.466
C -1.9258 0.0394 -1.4432 -0.159
C -0.7977 0.5190 -0.7281 0.598
C 2.7447 1.6783 0.1617 -0.599
C -1.5234 -1.4822 1.7585 -0.469
C 0.5478 1.0241 -0.8947 -0.491
C 1.2453 1.3622 0.3875 -0.415
N -0.4126 -1.3307 0.8149 -0.588
O -1.0301 -3.1969 -0.2581 -0.646
O -1.9893 0.9448 -0.3947 -0.405
H 0.4917 -1.9837 -0.9015 0.104
H -2.1660 0.3850 -2.3896 0.194
H -2.2319 -0.9688 -1.0544 0.231
H 2.7119 2.3527 -0.7023 0.196
H 3.3692 0.8663 0.1479 0.212
H 3.1551 2.3663 0.9830 0.212
H -2.1250 -2.3515 1.5069 0.211
H -1.1733 -1.6056 2.7259 0.199
H -2.2784 -0.7554 1.8453 0.194
H 1.1848 0.1764 -1.4820 0.241
H 0.4609 1.7101 -1.6679 0.244
H 0.7868 2.1240 0.8636 0.204
H 1.2452 0.3671 0.9304 0.264
```

Properties
- HOMO (alpha / beta) (Ha) = -0.3074 / -0.3074
- max |F| (eV/A) = 5.007
- energy above the lowest of the compared OMol25 structures with the same formula, charge and spin (kJ/mol) = 642.2
- Kohn-Sham gap (alpha / beta) (eV) = 8.152 / 8.156
- E_LUMO (alpha / beta) (eV) = -0.21 / -0.21

---

No. 4
A cluster of 2 separate species, C7H13NO2S2Si in total, computed with ωB97M-V/def2-TZVPD.

The geometry in XYZ format:
```
26
Properties=species:S:1:pos:R:3:nbo_charge:R:1
C 4.4913 2.5709 -2.1671 -0.252
C 3.1074 2.8061 -1.8935 -0.239
C 5.2005 2.1893 -1.0681 -0.413
C 2.8222 2.5245 -0.5927 -0.494
C -1.1334 0.6435 2.5236 -1.078
C -0.8810 -2.3195 1.7988 -1.126
C -2.8065 -0.4506 0.2711 -1.077
N 0.0920 -0.3926 -0.2155 -0.831
O 0.2901 3.2798 -0.8850 -0.845
O 1.0009 2.5288 1.4286 -0.857
Si -1.0096 -0.5769 1.0441 1.645
S 4.1966 1.9776 0.2912 0.503
S 1.0347 2.3762 -0.0201 1.855
H 4.7359 2.7059 -3.2592 0.240
H 2.3502 3.2494 -2.4926 0.252
H 6.2498 2.0611 -1.1008 0.248
H -0.7052 0.0582 3.3616 0.229
H -0.6015 1.6009 2.3783 0.269
H -2.1840 0.7458 2.8730 0.246
H -1.6154 -2.6648 2.6299 0.249
H -0.8793 -3.0266 0.9686 0.231
H 0.0633 -2.4054 2.3420 0.230
H -2.7797 -1.0210 -0.6437 0.221
H -3.5891 -1.0202 0.9955 0.227
H -3.2092 0.5283 0.0138 0.236
H 0.9593 -0.8166 -0.1528 0.330
```

Properties
- HOMO (alpha / beta) (Ha) = -0.3353 / -0.3605
- max |F| (eV/A) = 4.777
- multiplicity = 3
- Kohn-Sham gap (alpha / beta) (eV) = 9.462 / 7.107
- E_LUMO (alpha / beta) (eV) = 0.34 / -2.70

---

- max |F| of number 3 (C7H13NO2)?
  5.007 eV/A

---

- Look up the max |F| of the fourth one.
  4.777 eV/A

---

- What is the formula in the second record?
  C7H13NO2